[1]
Density functional theory data (wB97M-V/def2-TZVPD) for C33H26Cl2N7O4SZr as an isolated structure.

Geometry as XYZ:
```
74
Properties=species:S:1:pos:R:3
Zr -0.090 -0.832 -0.358
C 1.299 4.768 -0.772
C 0.565 4.288 -1.848
C 0.507 2.924 -2.104
C 1.180 2.030 -1.288
C 1.923 2.510 -0.217
C 1.981 3.873 0.044
N 1.098 0.603 -1.509
C 2.025 0.082 -2.361
C 2.827 0.847 -3.247
C 3.694 0.229 -4.104
C 3.839 -1.180 -4.143
C 3.120 -1.941 -3.275
C 2.229 -1.319 -2.371
N 1.549 -2.006 -1.377
N 1.861 -3.194 -1.188
C 1.157 -3.805 -0.131
C 1.681 -4.973 0.382
C 1.057 -5.543 1.478
C -0.077 -4.938 1.998
C -0.549 -3.793 1.392
N 0.053 -3.234 0.342
H 1.346 5.832 -0.574
H 0.031 4.976 -2.493
H -0.066 2.554 -2.942
H 2.447 1.809 0.422
H 2.558 4.232 0.889
H 2.725 1.922 -3.244
H 4.283 0.835 -4.782
H 4.522 -1.638 -4.847
H 3.206 -3.020 -3.258
H 2.571 -5.392 -0.069
H 1.450 -6.450 1.919
H -0.602 -5.351 2.850
H -1.463 -3.319 1.729
O 1.239 -1.165 1.383
S 0.791 -0.032 2.261
O 1.829 0.743 2.848
N -0.129 0.650 1.174
C -1.027 1.730 1.313
C -1.163 2.527 2.410
C -2.099 3.588 2.406
C -2.872 3.826 1.312
C -2.751 2.997 0.167
C -3.524 3.177 -1.003
C -3.366 2.317 -2.047
C -2.434 1.270 -1.937
N -1.678 1.076 -0.886
C -1.832 1.938 0.173
C -0.205 -0.661 3.558
C 0.396 -0.771 4.808
C -0.341 -1.300 5.855
C -1.655 -1.700 5.648
C -2.251 -1.561 4.398
C -1.530 -1.034 3.340
H -0.534 2.364 3.278
H -2.186 4.218 3.283
H -3.589 4.639 1.301
H -4.238 3.992 -1.050
H -3.944 2.416 -2.956
H -2.316 0.581 -2.756
H 1.419 -0.439 4.948
H 0.109 -1.390 6.835
H -2.227 -2.111 6.471
H -3.282 -1.856 4.250
H -2.003 -0.901 2.378
Cl -0.142 0.785 -4.871
C -0.237 -0.957 -4.673
Cl -0.854 -1.523 -3.091
H 0.746 -1.393 -4.801
H -0.955 -1.344 -5.379
O -2.944 -3.247 -0.444
N -2.154 -2.469 -0.810
O -2.005 -1.369 -0.035
```

Summary:
multiplicity: 1
HOMO energy: -10.31 eV
total charge: +1
gap between HOMO and LUMO: 6.20 eV

[2]
Density functional theory data (wB97M-V/def2-TZVPD) for a 2-piece molecular cluster, C33H26O4S overall.

Geometry as XYZ:
```
64
Properties=species:S:1:pos:R:3
C -3.434 -3.932 -2.194
C -3.917 -2.835 -1.469
C -3.056 -1.777 -1.150
C -1.721 -1.850 -1.538
S -0.521 -0.582 -0.989
C -1.858 2.299 -0.593
C -2.964 2.050 0.464
O -4.140 2.231 0.154
C -2.588 1.557 1.827
C -1.254 1.382 2.252
C -0.933 1.394 3.611
C -1.949 1.473 4.566
C -3.290 1.469 4.153
C -3.612 1.480 2.796
O 0.234 -1.130 0.130
O 0.221 -0.169 -2.174
C -1.259 -2.871 -2.351
C -2.114 -3.935 -2.664
H -4.090 -4.780 -2.404
H -4.960 -2.804 -1.146
H -3.412 -0.900 -0.609
H -2.140 1.653 -1.438
H -0.456 1.316 1.515
H 0.116 1.350 3.907
H -1.698 1.488 5.630
H -4.089 1.468 4.896
H -4.651 1.502 2.468
H -0.240 -2.841 -2.736
H -1.742 -4.765 -3.269
C -1.436 8.983 -7.424
C -1.007 8.634 -6.143
C -0.840 7.289 -5.781
C -1.115 6.297 -6.731
O -1.137 4.930 -6.472
C -1.073 4.419 -5.178
C -2.082 3.522 -4.804
C -2.266 3.233 -3.464
C -1.415 3.796 -2.480
C -1.638 3.604 -1.043
C -1.426 4.717 -0.142
C -1.374 4.547 1.264
C -0.988 5.570 2.120
C -0.657 6.825 1.606
C -0.764 7.058 0.230
C -1.209 6.044 -0.616
C -0.276 4.499 -2.930
C -0.074 4.794 -4.270
C -1.492 6.641 -8.037
C -1.679 7.980 -8.369
H -1.581 10.032 -7.692
H -0.801 9.405 -5.400
H -0.515 7.037 -4.772
H -2.753 3.123 -5.565
H -3.105 2.607 -3.155
H -0.890 1.917 -0.222
H -1.637 3.588 1.687
H -0.973 5.368 3.193
H -0.352 7.622 2.283
H -0.512 8.034 -0.183
H -1.379 6.280 -1.667
H 0.463 4.826 -2.199
H 0.797 5.372 -4.575
H -1.669 5.837 -8.748
H -2.018 8.234 -9.373
```

Summary:
relative energy (zero: lowest compared OMol25 entry of this formula, charge and spin): 0.0 kcal per mole
multiplicity: 1
HOMO energy: -6.16 eV
total charge: 0
gap between HOMO and LUMO: 3.46 eV

[3]
Density functional theory data (wB97M-V/def2-TZVPD) for C33H27BCl4GeIN4O2ReS2 as an isolated structure.

Geometry as XYZ:
```
76
Properties=species:S:1:pos:R:3
Re 1.343 0.178 0.698
Cl 6.879 1.349 4.552
C 5.296 0.990 3.999
C 4.288 0.662 4.942
Cl 4.665 0.647 6.619
C 3.012 0.356 4.522
Cl 1.763 -0.040 5.634
C 2.703 0.366 3.149
O 1.540 0.048 2.667
C 3.712 0.726 2.190
O 3.363 0.746 0.963
C 5.015 1.021 2.652
Cl 6.213 1.412 1.480
C -1.875 2.407 1.788
N -1.508 2.788 0.438
C -2.374 3.087 -0.584
C -1.611 3.438 -1.648
N -0.291 3.360 -1.285
B 0.843 3.906 -2.228
N 2.225 3.227 -1.981
C 3.417 3.905 -1.988
C 4.425 3.000 -1.943
N 3.837 1.758 -1.910
C 4.537 0.489 -1.894
C 2.499 1.919 -1.917
S 1.340 0.640 -1.849
C -0.244 2.950 -0.017
S 1.170 2.609 0.916
H -2.933 2.161 1.807
H -1.670 3.225 2.477
H -1.296 1.539 2.095
H -3.442 3.047 -0.460
H -1.897 3.743 -2.639
H 0.972 5.078 -1.997
H 0.496 3.667 -3.354
H 3.458 4.979 -2.020
H 5.491 3.133 -1.929
H 5.525 0.631 -2.327
H 3.976 -0.244 -2.469
H 4.643 0.122 -0.876
I 2.395 -2.225 0.117
C -0.397 -0.335 0.451
Ge -1.844 -1.493 -0.162
C -1.451 -3.051 0.975
C -1.612 -4.365 0.548
C -1.253 -5.422 1.372
C -0.737 -5.173 2.635
C -0.601 -3.866 3.082
C -0.952 -2.812 2.256
C -3.731 -0.971 0.064
C -4.544 -1.806 0.827
C -5.913 -1.593 0.889
C -6.485 -0.541 0.189
C -5.682 0.304 -0.564
C -4.313 0.089 -0.628
C -1.368 -1.687 -2.062
C -1.710 -0.712 -2.994
C -1.295 -0.826 -4.312
C -0.518 -1.906 -4.704
C -0.162 -2.875 -3.779
C -0.589 -2.770 -2.463
H -2.016 -4.566 -0.439
H -1.377 -6.441 1.030
H -0.440 -5.996 3.272
H -0.195 -3.669 4.067
H -0.819 -1.792 2.599
H -4.097 -2.629 1.374
H -6.534 -2.257 1.478
H -7.555 -0.381 0.227
H -6.126 1.126 -1.113
H -3.697 0.753 -1.223
H -2.293 0.151 -2.695
H -1.563 -0.063 -5.033
H -0.183 -1.986 -5.731
H 0.458 -3.712 -4.076
H -0.307 -3.529 -1.745
```

Summary:
relative energy (zero: lowest compared OMol25 entry of this formula, charge and spin): 23.0 kcal per mole
multiplicity: 1
HOMO energy (alpha / beta): -8.21 / -7.83 eV
total charge: 0
gap between HOMO and LUMO (alpha / beta): 7.18 / 5.42 eV

In order of appearance, energy = -3322.891947 -1972.098579 -6758.237003 Eh.